Formula: C10F30LiN5O20S10
Source: the Open Molecules 2025 dataset
Level of theory: wB97M-V/def2-TZVPD

Calculated values
- energy relative to the best compared isomer or geometry (same formula, charge and spin) (eV) = 0.0000
- LUMO level (hartree) = 0.266
- DFT total energy (eV) = -248849.436

Structure (ORCA input):
```
! wB97M-V def2-TZVPD RIJCOSX def2/J DEFGRID3
* xyz -4 1
Li -0.628 1.402 -0.146
C -1.067 -2.846 3.901
F -0.560 -3.228 5.082
F -2.330 -3.253 3.818
F -1.046 -1.515 3.916
S 0.027 -3.519 2.527
O 1.263 -3.861 3.177
O -0.687 -4.648 1.988
N 0.326 -2.261 1.526
S -0.976 -1.959 0.650
O -2.211 -2.518 1.139
O -1.065 -0.573 0.237
C -0.661 -2.908 -0.943
F 0.621 -2.765 -1.298
F -0.899 -4.213 -0.811
F -1.454 -2.434 -1.897
C 2.595 3.019 3.124
F 3.680 2.941 3.860
F 1.850 4.054 3.547
F 2.963 3.296 1.861
S 1.454 1.501 3.092
O 0.622 1.711 4.238
O 0.761 1.617 1.834
N 2.555 0.313 3.068
S 2.685 -0.206 4.591
O 3.310 0.719 5.505
O 1.478 -0.868 4.989
C 3.941 -1.571 4.475
F 5.188 -1.123 4.439
F 3.799 -2.411 5.524
F 3.687 -2.304 3.411
C 0.157 5.025 -0.576
F 0.899 4.533 0.388
F -0.136 6.317 -0.346
F 0.830 4.951 -1.717
S -1.437 4.051 -0.724
O -1.836 3.647 0.583
O -2.324 4.935 -1.402
N -0.889 2.695 -1.459
S -1.345 2.675 -3.002
O -2.720 2.297 -3.135
O -0.978 3.814 -3.806
C -0.390 1.281 -3.762
F -0.624 0.151 -3.097
F -0.704 1.161 -5.041
F 0.910 1.541 -3.659
C 4.294 -3.396 -0.344
F 3.027 -3.473 -0.683
F 4.470 -4.020 0.817
F 5.022 -4.004 -1.308
S 4.904 -1.614 -0.208
O 5.576 -1.504 1.041
O 5.655 -1.389 -1.402
N 3.537 -0.750 0.021
S 2.824 -0.269 -1.323
O 3.032 -1.026 -2.526
O 1.443 0.025 -1.025
C 3.645 1.431 -1.528
F 3.987 1.937 -0.376
F 4.702 1.255 -2.359
F 2.884 2.323 -2.197
C -4.996 -0.935 -4.864
F -5.319 -2.002 -5.587
F -3.795 -1.074 -4.347
F -4.975 0.140 -5.665
S -6.275 -0.725 -3.508
O -7.435 -0.211 -4.181
O -6.398 -2.071 -3.044
N -5.514 0.397 -2.593
S -5.280 -0.336 -1.173
O -6.488 -0.665 -0.452
O -4.287 -1.356 -1.261
C -4.366 0.917 -0.136
F -4.453 0.567 1.157
F -3.085 1.041 -0.403
F -4.970 2.125 -0.210
*
```

Formula: C64H176N16O16
Source: the Open Molecules 2025 dataset
Level of theory: wB97M-V/def2-TZVPD

Calculated values
- energy relative to the best compared isomer or geometry (same formula, charge and spin) (eV) = 8.4007
- LUMO level (hartree) = 0.015
- DFT total energy (eV) = -125808.477

Structure (ORCA input):
```
! wB97M-V def2-TZVPD RIJCOSX def2/J DEFGRID3
* xyz 0 1
C 0.471 -1.246 2.188
C 1.464 -0.274 1.519
C 0.844 0.610 0.453
O 0.662 -0.166 -0.726
C -0.119 0.499 -1.678
N 1.918 0.563 2.642
H 0.908 -2.105 2.698
H -0.121 -1.769 1.438
H -0.256 -0.774 2.849
H 2.362 -0.798 1.193
H 1.388 1.513 0.176
H -0.161 0.937 0.720
H -1.120 0.633 -1.267
H -0.202 -0.099 -2.586
H 0.289 1.441 -2.043
H 1.103 1.067 2.960
H 2.509 1.300 2.284
C 1.796 6.753 7.502
C 0.318 6.418 7.788
C -0.648 7.325 7.079
O -0.380 8.730 7.193
C -0.779 9.215 8.456
N 0.036 5.000 7.499
H 2.171 6.308 6.580
H 2.517 6.430 8.253
H 1.976 7.827 7.460
H 0.136 6.431 8.863
H -1.680 7.101 7.349
H -0.634 7.127 6.007
H -0.246 8.757 9.290
H -1.840 9.110 8.681
H -0.484 10.259 8.562
H 0.526 4.394 8.142
H -0.951 4.840 7.642
C 2.438 -4.487 -9.902
C 2.681 -5.509 -10.992
C 3.503 -6.749 -10.622
O 4.809 -6.344 -10.281
C 5.541 -7.501 -9.753
N 1.385 -5.980 -11.470
H 3.337 -4.028 -9.491
H 1.861 -4.861 -9.056
H 1.899 -3.591 -10.208
H 3.134 -5.109 -11.899
H 3.464 -7.550 -11.361
H 3.031 -7.241 -9.771
H 5.695 -8.302 -10.477
H 5.256 -7.967 -8.810
H 6.596 -7.239 -9.675
H 0.897 -6.607 -10.846
H 0.758 -5.236 -11.741
C -2.758 8.374 -13.507
C -2.673 7.012 -14.225
C -2.618 5.845 -13.200
O -1.509 6.006 -12.388
C -1.218 4.885 -11.601
N -3.803 6.821 -15.117
H -3.598 8.412 -12.814
H -2.928 9.167 -14.236
H -1.822 8.636 -13.015
H -1.743 7.020 -14.792
H -2.555 4.919 -13.772
H -3.571 5.879 -12.672
H -1.981 4.695 -10.846
H -0.317 4.845 -10.989
H -1.112 3.983 -12.204
H -3.909 7.692 -15.618
H -4.669 6.884 -14.600
C 2.238 -3.048 11.415
C 1.777 -1.623 11.787
C 1.611 -1.357 13.298
O 0.588 -2.257 13.776
C 0.589 -2.302 15.204
N 2.583 -0.583 11.215
H 3.111 -3.400 11.963
H 2.559 -3.162 10.380
H 1.424 -3.747 11.606
H 0.756 -1.466 11.440
H 1.315 -0.338 13.550
H 2.536 -1.599 13.821
H 1.295 -3.063 15.537
H -0.398 -2.586 15.569
H 0.838 -1.328 15.625
H 2.839 -0.779 10.258
H 3.391 -0.433 11.802
C 12.154 -5.846 3.237
C 11.442 -4.494 3.569
C 10.520 -4.512 4.776
O 9.499 -5.455 4.575
C 8.413 -4.914 3.827
N 12.451 -3.410 3.730
H 12.885 -6.131 3.993
H 12.628 -5.707 2.265
H 11.429 -6.660 3.226
H 10.822 -4.146 2.742
H 10.169 -3.513 5.034
H 11.192 -4.754 5.599
H 8.132 -3.920 4.175
H 7.572 -5.597 3.949
H 8.642 -4.977 2.764
H 12.026 -2.495 3.786
H 12.815 -3.449 4.671
C 9.621 2.558 2.792
C 9.339 4.030 2.644
C 10.633 4.852 2.243
O 11.695 4.680 3.159
C 12.703 5.619 2.948
N 8.130 4.322 1.780
H 10.013 2.155 1.859
H 8.710 1.984 2.964
H 10.324 2.348 3.598
H 9.082 4.331 3.659
H 10.401 5.917 2.269
H 10.974 4.504 1.268
H 12.400 6.646 3.151
H 13.117 5.444 1.955
H 13.414 5.459 3.760
H 7.898 5.303 1.720
H 8.231 3.935 0.852
C -6.426 -2.756 -11.797
C -6.987 -1.854 -10.694
C -5.940 -0.943 -9.918
O -4.956 -1.724 -9.220
C -5.363 -2.631 -8.206
N -8.058 -0.994 -11.177
H -7.213 -3.185 -12.416
H -5.873 -3.539 -11.278
H -5.726 -2.253 -12.464
H -7.430 -2.618 -10.055
H -6.427 -0.347 -9.146
H -5.491 -0.211 -10.589
H -5.536 -3.625 -8.620
H -6.250 -2.357 -7.635
H -4.517 -2.764 -7.532
H -7.639 -0.343 -11.825
H -8.271 -0.271 -10.505
C 1.691 -8.303 -2.530
C 1.620 -8.293 -1.015
C 0.178 -8.674 -0.479
O 0.090 -9.157 0.898
C -1.225 -9.450 1.345
N 2.473 -9.348 -0.459
H 1.370 -9.274 -2.908
H 2.730 -8.112 -2.799
H 1.068 -7.519 -2.961
H 1.973 -7.382 -0.530
H -0.246 -9.548 -0.974
H -0.575 -7.906 -0.656
H -1.979 -8.663 1.342
H -1.172 -9.771 2.385
H -1.661 -10.262 0.763
H 2.424 -10.198 -1.002
H 1.961 -9.480 0.402
C 11.052 5.910 -5.464
C 10.033 6.867 -6.112
C 8.613 6.857 -5.466
O 8.159 5.462 -5.441
C 6.784 5.461 -5.256
N 10.456 8.203 -6.451
H 10.789 5.796 -4.412
H 12.034 6.384 -5.471
H 11.115 4.952 -5.979
H 9.835 6.406 -7.080
H 7.978 7.454 -6.121
H 8.787 7.413 -4.544
H 6.242 5.990 -6.041
H 6.438 5.956 -4.348
H 6.303 4.492 -5.390
H 11.374 8.120 -6.865
H 10.626 8.770 -5.633
C -4.565 2.870 11.788
C -5.713 3.634 11.145
C -6.330 2.827 9.985
O -5.408 2.891 8.828
C -6.151 2.296 7.678
N -6.759 3.935 12.149
H -4.877 1.916 12.213
H -4.161 3.537 12.550
H -3.814 2.760 11.005
H -5.388 4.611 10.789
H -7.289 3.294 9.763
H -6.382 1.779 10.281
H -7.092 2.791 7.440
H -6.480 1.268 7.824
H -5.544 2.223 6.775
H -7.489 4.579 11.882
H -6.259 4.406 12.889
C -11.924 -2.874 5.117
C -12.138 -3.096 3.604
C -11.007 -3.838 2.950
O -9.834 -3.076 3.175
C -8.681 -3.605 2.542
N -13.500 -3.690 3.445
H -11.026 -2.287 5.314
H -11.867 -3.833 5.631
H -12.651 -2.176 5.531
H -12.181 -2.064 3.257
H -11.295 -3.953 1.905
H -11.012 -4.824 3.414
H -7.791 -3.029 2.796
H -8.758 -3.748 1.464
H -8.401 -4.505 3.088
H -13.530 -4.351 4.208
H -13.557 -4.264 2.616
C -13.073 2.884 -7.707
C -11.759 3.126 -6.939
C -11.420 2.009 -5.961
O -10.372 2.440 -5.067
C -10.034 1.414 -4.164
N -10.670 3.308 -7.836
H -13.179 3.605 -8.518
H -13.921 2.964 -7.026
H -13.127 1.877 -8.120
H -11.889 4.054 -6.382
H -11.078 1.132 -6.510
H -12.319 1.842 -5.368
H -9.149 1.498 -3.534
H -9.899 0.408 -4.562
H -10.801 1.289 -3.400
H -9.846 3.494 -7.282
H -10.813 4.176 -8.332
C 12.128 -3.732 -5.224
C 11.365 -4.608 -4.206
C 10.115 -3.930 -3.561
O 9.256 -3.398 -4.580
C 8.403 -2.295 -4.235
N 10.975 -5.828 -4.842
H 12.356 -2.743 -4.826
H 11.508 -3.444 -6.073
H 13.037 -4.241 -5.543
H 12.062 -4.872 -3.411
H 10.504 -3.106 -2.964
H 9.511 -4.629 -2.983
H 7.895 -2.434 -3.281
H 7.786 -2.184 -5.127
H 8.906 -1.358 -3.997
H 10.508 -6.510 -4.262
H 10.245 -5.574 -5.492
C -5.091 8.823 -4.822
C -5.594 7.385 -4.591
C -4.944 6.589 -3.440
O -5.157 7.374 -2.270
C -4.534 6.813 -1.100
N -7.002 7.419 -4.456
H -4.083 8.730 -5.226
H -5.011 9.340 -3.865
H -5.726 9.387 -5.505
H -5.452 6.865 -5.539
H -3.879 6.516 -3.656
H -5.488 5.657 -3.287
H -4.791 7.531 -0.322
H -3.446 6.847 -1.144
H -4.912 5.847 -0.765
H -7.288 6.512 -4.116
H -7.294 8.103 -3.773
C -4.609 -7.181 14.751
C -5.198 -7.249 13.293
C -4.629 -6.093 12.389
O -5.269 -6.143 11.175
C -4.620 -5.301 10.180
N -4.797 -8.536 12.713
H -3.525 -7.069 14.800
H -4.936 -8.051 15.321
H -5.045 -6.370 15.333
H -6.283 -7.143 13.293
H -3.551 -6.133 12.232
H -4.856 -5.191 12.957
H -3.726 -5.745 9.743
H -4.446 -4.274 10.501
H -5.285 -5.228 9.320
H -5.136 -8.439 11.766
H -3.787 -8.536 12.708
*
```

> Which of these has the lowest DFT total energy?

C10F30LiN5O20S10